# 1
The following is a quantum chemistry calculation of a structure of composition C33H24MoN3O4S5, from the OMol25 dataset.

Structure (XYZ):
```
70
Properties=species:S:1:pos:R:3:forces:R:3
N 2.48471 2.48710 -1.16394 0.04 0.02 -0.02
C 1.12914 -1.25273 -3.26774 0.01 0.04 -0.05
C -0.03973 -0.76976 -3.85372 -0.05 0.00 -0.06
S -1.19667 0.11171 -2.83514 0.08 0.03 -0.10
H -1.01331 4.20686 -1.92937 0.00 -0.01 0.02
H -1.34752 -4.56717 3.00783 0.02 0.02 0.01
H 6.05698 4.95619 -2.42204 -0.04 -0.04 -0.01
C -0.30585 -0.94007 -5.20641 -0.01 0.04 0.08
C 3.54937 2.11387 -3.37181 0.00 -0.02 -0.03
C -5.42346 -3.12794 -2.66108 -0.01 -0.09 -0.13
C -0.60454 1.82517 1.00554 -0.03 -0.12 0.11
C -3.70259 -0.80696 -0.41668 -0.02 -0.05 0.10
H -0.43545 -4.37806 5.29349 0.00 0.02 -0.03
H -1.23098 -0.56497 -5.62825 0.03 -0.01 0.02
C -5.16712 -2.16972 -1.73167 -0.14 0.11 0.11
H 2.53787 -2.55792 -6.05705 -0.01 0.01 0.02
C -2.76691 -2.55145 -2.01008 0.09 0.03 0.18
S 0.70024 -0.46174 1.46580 0.00 0.17 0.19
H -1.31339 5.06427 0.39781 0.02 -0.04 -0.01
C 3.43760 2.76743 -2.14130 -0.01 -0.02 0.08
C -0.61766 2.21860 -1.27316 0.05 -0.11 -0.06
H 1.03376 -2.48680 5.90808 -0.01 0.00 -0.02
C -4.38234 -3.82267 -3.29011 -0.06 -0.05 -0.05
C 5.35776 4.17241 -2.68592 0.02 0.01 -0.01
C -0.37263 0.85206 2.11523 0.00 0.01 -0.02
C -3.84232 -1.85394 -1.38454 0.16 0.06 0.00
Mo -0.63508 -0.89490 -0.60399 0.24 -0.15 0.11
H -5.99639 -1.65047 -1.26487 0.05 -0.03 -0.02
H 0.42998 -1.73157 -7.05652 0.01 0.00 0.04
H -0.95333 3.48716 2.29810 0.00 -0.02 -0.04
S 3.98984 4.36076 -0.21497 0.00 0.02 0.01
S 1.44325 -1.04914 -1.53785 0.04 -0.06 -0.05
C 5.44285 3.52626 -3.90200 -0.03 -0.01 0.03
C 0.92643 -1.58381 3.96916 0.05 0.05 0.02
H -2.25846 -4.06219 -3.42970 -0.03 0.00 0.00
H 4.65103 2.00215 -5.19644 -0.01 0.01 0.03
H 2.05926 3.19258 0.75793 0.05 0.01 -0.08
C -0.88395 3.15217 1.27111 0.05 0.09 0.11
H 2.98316 -2.25550 -3.64627 -0.02 0.02 -0.02
O -2.66434 -0.30609 0.03680 0.08 0.07 -0.05
C -1.07066 4.02443 0.21661 -0.04 0.08 -0.06
O -7.00717 -4.29584 -3.83818 0.05 -0.09 -0.15
S -0.99076 -2.91383 0.66812 -0.07 -0.01 0.06
O -7.69004 -2.81589 -2.43625 -0.01 0.13 0.06
H 6.21779 3.80926 -4.60205 -0.01 0.00 0.01
C -0.91848 3.55100 -1.07501 0.00 0.08 0.00
H -4.62547 -4.58034 -4.02362 0.01 0.03 0.03
C -0.31439 1.68304 -2.63197 -0.05 -0.03 0.14
O -1.49989 -2.34276 -1.76654 -0.33 0.16 -0.22
C 0.62332 -2.55371 4.90984 0.01 0.01 0.00
H -4.64843 -0.40037 -0.03826 0.01 0.01 0.01
C 2.06511 -1.88123 -4.08287 0.01 -0.04 -0.08
C -0.20059 -3.61792 4.55890 -0.06 -0.04 -0.09
H -0.56466 2.38209 -3.42446 -0.06 0.01 -0.01
N -6.81796 -3.43410 -3.00901 0.01 -0.08 0.09
H 2.87415 1.30246 -3.62175 0.01 0.04 0.01
C 2.67559 3.23765 -0.13405 0.07 0.00 -0.09
C 4.34761 3.77998 -1.80811 -0.08 -0.05 0.05
H 1.58296 -0.75658 4.21837 -0.04 -0.05 -0.02
C 0.62548 -1.59010 -6.00156 0.02 -0.01 -0.01
H 0.11461 1.34028 2.95562 0.01 0.02 0.07
H 0.75242 1.45918 -2.64925 0.06 0.01 -0.03
N -0.51386 1.34812 -0.24592 -0.17 -0.04 -0.18
C 0.38207 -1.69340 2.69713 0.04 -0.02 -0.10
C -0.71854 -3.72761 3.27639 0.02 -0.04 0.11
C -3.08376 -3.53712 -2.96704 0.04 -0.09 -0.04
C 1.80855 -2.05147 -5.43790 0.01 0.00 0.08
C -0.42396 -2.75584 2.32132 0.02 0.01 0.01
H -1.30113 0.39895 2.46069 -0.07 -0.05 -0.07
C 4.54776 2.50060 -4.24084 -0.01 0.00 0.03
```
Positions in Å, forces in eV/Å.

The total charge is +1. The calculation puts the frontier orbital gap (alpha / beta) at 6.45 / 6.58 eV. The HOMO energy (alpha / beta) is -10.410 / -10.354 eV. For the total energy, the calculation gives -103297.7789 eV. The calculation puts the LUMO energy (alpha / beta) at -3.96 / -3.78 eV.

# 2
The following is a quantum chemistry calculation of a structure of composition N2O8S3 at a distorted geometry, from the OMol25 dataset.

Structure (XYZ):
```
13
Properties=species:S:1:pos:R:3:forces:R:3
S -0.87839 1.10586 -0.62098 2.08 2.06 0.98
N 3.27000 0.34900 0.02028 0.48 -2.99 -0.07
O -3.42612 0.97311 0.64529 -0.45 0.30 -0.03
O 1.98328 -0.23067 -1.00088 2.05 2.12 -1.64
O 3.99122 -0.41157 0.53593 -0.55 -0.72 0.20
S 1.05890 -1.45778 -0.98169 -0.93 -0.91 1.77
O 3.26186 1.45834 -0.20089 -0.39 3.15 -0.39
S 0.04927 -0.33695 0.57395 0.16 -1.45 3.86
O 1.11228 0.11219 1.47883 -0.78 0.15 -1.57
N -3.42926 0.14479 -0.17310 2.25 0.06 0.62
O -1.87997 0.03244 -0.95008 -3.67 -1.63 -2.20
O -4.08299 -0.70682 -0.59121 -0.89 -0.46 -0.41
O -1.03008 -1.03194 1.26455 0.64 0.31 -1.14
```
Positions in Å, forces in eV/Å.

The calculation puts the frontier orbital gap (alpha / beta) at 8.33 / 8.33 eV. The HOMO energy (alpha / beta) is -9.614 / -9.614 eV. For the total energy, the calculation gives -51854.1094 eV. The calculation puts the LUMO energy (alpha / beta) at -1.28 / -1.28 eV.

# 3
The following is a quantum chemistry calculation of a structure of composition C25H28BCuNO3S at a distorted geometry, from the OMol25 dataset.

Structure (XYZ):
```
60
Properties=species:S:1:pos:R:3:forces:R:3
N -1.32945 -1.48919 -1.32712 -1.04 -1.88 2.51
H -0.17274 -5.10162 -4.79500 -1.13 0.16 2.39
C 4.74546 0.44580 -0.06554 0.82 -0.25 -0.66
H -3.54538 -1.62680 -1.80108 1.80 1.48 0.59
H -2.43473 1.85165 0.12568 -0.24 -0.24 -2.56
H 4.15394 0.79047 -1.04334 1.27 -0.86 2.39
H 0.65473 0.55525 -0.67866 -0.97 -1.41 2.22
H 2.04386 2.05634 0.86387 -0.73 -1.04 2.39
H -1.24852 5.34374 -3.75527 -2.27 -0.86 -0.89
C -1.94667 -4.16070 -0.75540 1.90 -0.07 -3.59
H 4.43647 -0.64870 0.26772 0.20 2.48 -0.48
H -0.23875 -2.43778 -3.85922 -1.02 -1.85 1.43
C -2.66273 2.11708 -4.37623 0.31 -1.09 4.51
H 1.49236 2.28874 2.74299 1.00 -1.43 -1.66
C -1.94664 -5.72237 -1.25404 1.72 3.85 -2.24
H -2.24001 4.36433 -1.16627 -0.40 -2.49 -1.48
C 0.84864 0.29064 1.78810 -2.80 -2.63 -1.60
H 5.59145 1.67977 1.72545 -1.73 -0.54 -1.20
C -1.33717 -2.94903 -1.72456 0.57 -3.70 -1.84
H -2.91004 -0.34774 -4.30382 0.26 2.22 1.54
C -0.69026 -3.30701 -3.21809 -1.43 -3.28 2.77
H -2.39814 -6.52464 -0.52315 1.11 1.65 -1.87
C -0.80621 -1.86002 2.88497 1.45 2.40 -4.14
C -0.87613 1.36137 5.26784 -1.41 1.46 -0.06
C -0.64503 -4.89343 -3.74429 -2.12 1.88 4.54
C -2.44923 3.43456 -3.41683 -0.53 -2.35 0.86
C -1.35311 -2.17703 1.37241 2.64 2.73 -0.13
H 2.38006 -0.54470 5.84371 -1.68 -1.57 -0.62
O 6.17421 0.35052 -0.51250 -1.22 0.12 2.24
H -1.28065 1.49228 6.38153 1.29 -0.31 -2.36
H -3.13336 -0.71533 -0.20365 0.88 -0.49 -2.41
Cu 4.40197 3.47363 2.85100 -0.16 -0.71 -0.41
H -1.56051 0.55279 4.77040 1.54 1.43 0.74
H 3.48851 -0.16463 2.48307 0.10 2.58 -0.13
S -2.58943 -3.56828 0.94153 2.25 0.86 -1.26
H -1.01759 2.39569 4.69507 0.06 -2.27 1.26
H -2.70056 2.15929 -5.55018 0.08 0.22 2.67
C -2.75634 -0.90254 -1.32044 -1.16 1.74 0.28
C -2.28048 4.89530 -4.15396 1.30 -0.81 0.53
H 6.73965 0.06622 0.27704 -1.29 0.45 -1.60
C -2.51035 1.89475 -1.04166 0.05 1.08 -5.07
H -1.31170 -7.15967 -3.10365 0.06 2.66 0.87
H 4.24123 2.59161 0.75556 0.33 -1.74 0.56
C 0.29027 -0.62268 3.04333 -1.24 -0.53 -2.33
C 0.29007 -0.04172 0.27768 -1.43 -2.49 3.33
C -2.38896 3.35593 -1.77998 -0.37 -3.58 -2.25
C -2.78493 0.63449 -3.66659 0.80 4.25 2.63
O 1.74514 -1.16513 5.33781 -0.42 4.11 -1.55
C -1.29983 -6.03398 -2.74007 -0.01 2.76 0.76
C 3.45542 1.00569 2.31557 -0.48 1.30 -0.58
B 0.85685 -0.22292 4.57088 0.73 -0.36 1.46
C 1.91842 1.54024 1.93250 -0.33 -1.22 -0.44
H -3.11975 5.67239 -3.90419 1.48 -1.74 -0.60
C -0.82987 -1.26776 0.08635 2.30 0.92 2.87
H -1.19036 -2.48031 3.80028 0.95 1.38 -1.98
O 0.56573 1.06834 5.23120 -0.76 -2.98 -1.32
C 4.54908 1.53022 1.18016 0.25 -0.55 0.68
C -2.68226 0.57513 -2.02993 -0.21 1.91 -1.12
H 3.73525 1.59647 3.30936 -0.34 -1.32 -0.98
H -2.13090 4.70496 -5.30839 -0.59 0.55 2.39
```
Positions in Å, forces in eV/Å.

The total charge is +1. The calculation puts the frontier orbital gap at 3.55 eV. The HOMO energy is -9.851 eV. For the total energy, the calculation gives -90129.4819 eV. The calculation puts the LUMO energy at -6.30 eV.